No. 1
Formula: C2H3N2OP
Source: the Open Molecules 2025 dataset
Level of theory: ωB97M-V with the def2-TZVPD basis set

ORCA input file:
```
! RIJCOSX wB97M-V def2-TZVPD def2/J DEFGRID3
* xyz 0 1
C 0.361 1.758 -0.155
H -0.099 -2.370 0.199
H -2.221 -0.498 0.098
H 0.559 2.420 0.706
C 0.066 -1.337 -0.025
O -0.701 1.087 0.122
N 1.210 -0.806 -0.032
N 2.013 0.003 -0.083
P -1.188 -0.258 -0.829
*
```

HOMO ... -8.206 eV
LUMO energy ... 0.071 eV
Relative energy (zero: lowest compared OMol25 entry of this formula, charge and spin) ... 472.4 kJ/mol
Maximum force ... 2.4 eV/A
Total energy ... -16433.5508 eV
HOMO-LUMO gap ... 8.3 eV



No. 2
Formula: C25H64OP2
Source: the Open Molecules 2025 dataset
Level of theory: ωB97M-V with the def2-TZVPD basis set

ORCA input file:
```
! RIJCOSX wB97M-V def2-TZVPD def2/J DEFGRID3
* xyz 0 1
H -5.688 -2.359 -0.703
H -4.070 -0.589 3.754
C 6.126 0.851 -3.970
H -1.103 0.632 -3.558
C 2.217 -0.605 1.347
C 4.644 0.502 -3.812
H 5.954 2.312 -5.574
O -1.821 1.129 -4.064
H 4.380 -0.267 -4.549
H 3.871 3.371 -0.929
H 4.942 -3.102 3.160
H -1.798 -1.088 3.089
C 1.449 -1.727 0.665
H -4.871 -0.932 -2.590
H -3.906 1.688 6.868
C -3.368 -2.470 -2.380
H 6.216 0.645 -6.126
H -0.938 1.224 2.705
H 0.562 3.048 -3.349
H 0.131 0.277 3.754
C -2.865 -2.205 -0.958
C -5.872 -2.636 -1.747
H -1.849 -2.609 -0.869
H 6.432 1.578 -3.210
C 3.712 -0.610 1.019
H 1.795 0.354 1.020
H -6.845 -2.205 -2.011
H 6.056 -0.910 3.584
H 4.114 -2.732 0.918
H -4.296 2.049 -2.498
C 4.477 -1.860 1.472
H 1.557 -1.669 -0.423
C 5.005 -1.077 3.840
H 4.957 -1.367 4.895
H 3.838 -0.504 -0.065
H -3.953 3.992 -2.411
H 4.464 1.737 -1.241
H 4.468 -0.129 3.733
C -0.859 0.740 3.684
C 3.673 1.677 -3.975
C 6.475 1.377 -5.354
H 6.716 -0.055 -3.782
C -1.940 -0.316 3.856
C 3.733 2.486 -1.558
H -6.767 -4.528 -1.221
H -3.476 -2.748 -0.228
C -3.752 1.296 4.763
C -2.829 -0.729 -0.597
H -2.427 -0.599 0.414
C -5.967 -4.150 -1.866
H -3.134 2.191 4.631
H 7.550 1.573 -5.420
H -2.703 -1.959 -3.090
H -3.828 -0.284 -0.615
H 0.815 3.689 -1.354
H -3.268 -3.540 -2.593
H -3.469 0.691 2.722
H 3.716 2.047 -5.006
C -4.570 -0.320 6.557
H -5.038 -4.638 -1.562
P -0.302 3.388 -2.242
H 2.060 -0.655 2.429
H -4.323 -1.215 5.979
H -4.482 -0.577 7.618
H -0.735 2.344 -1.304
H 2.650 1.303 -3.832
H -3.087 2.815 -1.174
H 4.898 3.286 -3.180
H 0.383 -1.651 0.904
H 2.729 2.091 -1.369
H 3.363 -2.346 3.273
C 4.401 -2.167 2.970
H -5.048 -2.272 -3.702
C -3.647 0.840 6.221
C -4.808 -2.024 -2.660
H 4.494 0.039 -2.830
P -2.027 2.761 -3.493
H 5.532 -1.740 1.190
H 4.172 0.280 1.463
H 3.183 3.645 -3.268
H -0.919 1.510 4.457
C 3.904 2.854 -3.023
H 1.792 -2.710 0.995
H -5.615 -0.058 6.359
C -3.358 0.244 3.718
H -2.614 0.572 6.466
H -2.189 -0.173 -1.289
C -3.523 2.908 -2.270
H -4.785 1.610 4.564
H -6.194 -4.446 -2.896
H -1.817 -0.817 4.821
H -0.862 4.721 -2.091
*
```

HOMO ... -7.470 eV
LUMO energy ... 0.371 eV
SMILES ... CP(O)[PH4].CCCCCC.CCCCCC.CCCCCC.CCCCCC
Maximum force ... 3.2 eV/A
Total energy ... -47585.6610 eV
HOMO-LUMO gap ... 7.8 eV



No. 3
Formula: C25H52O49S12
Source: the Open Molecules 2025 dataset
Level of theory: ωB97M-V with the def2-TZVPD basis set

ORCA input file:
```
! RIJCOSX wB97M-V def2-TZVPD def2/J DEFGRID3
* xyz 0 1
H 6.609 0.974 -0.684
O -3.965 -1.074 -1.260
O 2.858 -4.394 -0.991
H 0.564 -3.841 5.500
O -6.780 3.020 -0.943
C 0.799 -0.567 2.196
O 0.071 3.403 4.085
H 1.033 -0.156 6.003
H 3.632 -2.436 -0.950
O 3.335 7.444 0.975
C 0.649 -2.957 4.868
O 1.815 -4.524 -3.601
H -2.413 2.088 -1.354
H 4.909 0.183 1.011
H -0.307 5.937 -4.820
C 0.292 0.803 -3.869
O 4.997 2.113 -1.558
O 0.674 -0.554 -1.010
C 4.984 1.223 0.691
H -4.191 -2.608 -2.580
H 0.232 1.679 -3.222
O 4.197 0.193 6.019
H 1.465 -1.370 1.882
S 3.722 0.663 4.514
H 0.905 5.132 1.080
C 2.697 4.457 2.222
H 2.298 -2.591 -4.350
O 2.561 2.423 -1.975
O 2.545 5.253 -0.035
C -1.830 -5.311 2.013
C 3.790 -3.419 -0.506
O -6.300 1.021 -2.465
H 4.491 -3.951 1.441
H 3.356 -0.494 7.767
H 1.207 0.362 -3.476
H 1.197 -2.671 -3.014
S -5.866 2.219 -1.778
O -0.528 -2.688 4.129
H -1.462 -7.472 2.467
C 3.598 -3.505 1.005
O -0.472 -5.315 -2.481
H -2.399 3.448 1.379
H 5.312 1.700 1.615
O -1.147 4.478 -0.990
H -1.682 -4.646 1.162
S 3.799 6.090 0.610
C 0.503 1.092 -5.350
O -3.208 -5.296 2.427
C 1.483 -3.182 -3.934
C -2.116 6.464 -3.883
O 4.961 5.892 -0.280
O -1.090 -0.119 0.805
O -0.099 -4.607 -4.889
C -1.686 -6.833 1.613
C -2.651 -2.906 -1.034
S -1.872 0.179 -5.062
S -0.706 5.275 -2.141
O 2.550 -4.365 1.347
O -1.265 2.133 2.312
O 0.655 5.804 -2.138
H 3.565 -2.469 1.340
O -0.976 4.427 -3.566
H -3.385 4.211 -2.011
O 0.534 -3.811 -0.202
C -2.588 2.515 1.910
O 1.076 0.483 1.399
H 1.461 0.685 -5.674
C -3.429 -2.055 -2.031
H -1.369 -2.798 4.580
O 2.244 1.050 5.128
C -3.386 2.534 3.199
S -0.929 2.375 3.922
C -3.660 3.373 -2.652
H 1.525 3.565 0.469
H -3.727 1.563 3.559
S -4.531 -1.545 0.198
C -3.368 2.067 -1.878
C 3.172 -0.490 6.693
O -2.923 -7.122 0.930
H -3.031 -3.913 -1.204
O -2.697 1.325 -4.858
C 5.843 1.720 -0.472
S 1.624 -4.803 0.047
O -4.509 -5.215 0.323
H 3.037 -1.526 6.383
C 0.318 -3.324 -4.895
H 0.563 2.177 -5.439
O 4.452 1.864 4.218
H -1.394 -0.735 2.844
H 3.071 3.455 2.436
O -3.130 -2.490 0.244
H -3.412 1.235 -2.581
S -4.158 -6.143 1.413
H -2.714 -1.584 -2.706
O -2.591 -1.036 -5.439
H -1.568 -2.960 -1.149
H -4.138 3.322 3.172
H -1.113 -5.125 2.813
H 1.680 1.054 7.157
H 4.774 -3.729 -0.856
H 1.370 -3.184 4.083
H -0.860 -6.926 0.908
O 3.676 -0.467 3.533
O -0.890 0.022 -3.805
H 1.120 -0.345 3.214
O 3.871 5.115 1.934
H 6.364 2.633 -0.185
O 3.609 1.633 0.254
H -1.978 7.467 -4.287
H -0.880 -1.878 1.686
H -0.560 -2.815 -4.497
O -5.036 3.273 -2.872
H 0.663 -3.014 -5.882
O -1.703 6.493 -2.580
C -1.209 5.377 -4.576
O 3.423 0.081 -1.705
H -1.538 4.923 -5.512
O -5.135 -6.886 2.190
O -2.454 3.011 4.156
H -3.160 3.414 -3.620
H 2.241 4.878 3.118
O -5.730 -2.413 0.163
H -3.143 6.150 -4.066
S 3.492 1.520 -1.384
O -0.607 0.523 -6.073
O 1.398 -6.273 0.067
O -4.487 -0.508 1.204
O -4.430 1.927 -0.945
H 0.835 -2.049 5.441
S 0.474 -5.495 -3.633
C 1.795 4.527 0.906
O 0.864 -6.850 -4.033
O -0.800 1.122 4.666
C -0.741 -0.837 1.978
H -2.864 1.802 1.133
C 1.913 0.410 6.310
S 0.229 0.439 -0.032
O -0.059 1.782 -0.535
*
```

HOMO ... -10.538 eV
LUMO energy ... -0.267 eV
Maximum force ... 5.2 eV/A
Total energy ... -257100.9832 eV
HOMO-LUMO gap ... 10.3 eV



No. 4
Formula: C17H44N4OP
Source: the Open Molecules 2025 dataset
Level of theory: ωB97M-V with the def2-TZVPD basis set

ORCA input file:
```
! RIJCOSX wB97M-V def2-TZVPD def2/J DEFGRID3
* xyz 1 1
H 1.444 2.434 2.375
P -2.062 2.646 -3.505
H -4.649 -3.428 1.012
C -3.016 1.608 -1.141
H -1.038 -3.446 1.748
H 4.186 4.142 0.095
C -2.366 -2.090 0.755
H 6.884 3.473 1.839
C 1.865 3.386 2.049
H 1.226 4.191 2.415
N -2.903 1.507 -2.610
H -1.533 -1.495 0.368
H -3.197 -5.958 2.910
H -3.914 1.088 -0.823
H -0.015 0.837 -2.499
H 1.840 3.419 0.957
H 5.875 1.469 2.855
C -2.836 0.301 -3.315
H -1.610 -5.231 3.019
O -2.283 0.383 -4.399
H 5.898 4.541 2.842
H -2.228 3.783 -2.718
H 0.113 3.400 -3.896
H 3.228 3.626 3.683
H -2.748 -1.606 1.654
H 4.484 2.900 -1.120
C -4.142 -4.934 -0.432
H -2.608 -7.107 0.814
C 4.256 2.102 0.875
H -3.963 -1.458 -3.511
H 2.223 1.563 -3.223
C 6.381 3.564 2.802
C -1.826 -6.596 1.374
C -0.297 2.393 -3.759
H 5.105 2.426 4.102
N 4.144 2.438 2.282
H -4.064 -0.761 -1.880
H -3.132 2.651 -0.864
N -2.905 -4.301 1.716
H 1.900 3.041 -2.291
H -2.138 1.199 -0.648
C -3.414 -0.937 -2.729
H 7.150 3.547 3.576
H 5.778 3.399 -0.041
H 1.979 1.491 -1.466
H -2.590 -1.583 -2.422
C 3.275 3.560 2.593
H -3.158 -2.091 0.004
H 4.932 1.247 0.800
H -3.366 -4.439 -1.021
H 3.279 1.736 0.543
C -2.391 -5.526 2.312
C -1.888 -3.501 1.063
H 3.671 4.528 2.247
H -1.295 -7.349 1.957
H -3.960 -6.005 -0.485
N 0.208 1.826 -2.523
H -1.116 -6.175 0.660
H -5.101 -4.738 -0.916
H -4.817 -5.051 1.618
H -0.130 1.823 -4.678
C -4.173 -4.412 1.010
H -2.704 2.891 -4.714
C 1.662 1.982 -2.382
H -1.501 -3.954 0.135
C 5.384 2.428 3.045
C 4.709 3.203 -0.094
*
```

HOMO ... -9.922 eV
LUMO energy ... -2.657 eV
Maximum force ... 0.6 eV/A
Total energy ... -35632.2872 eV
HOMO-LUMO gap ... 7.3 eV



No. 5
Formula: C3H3ClO2
Source: the Open Molecules 2025 dataset
Level of theory: ωB97M-V with the def2-TZVPD basis set

ORCA input file:
```
! RIJCOSX wB97M-V def2-TZVPD def2/J DEFGRID3
* xyz 0 1
C 0.124 -0.043 -0.003
H -0.633 -0.618 0.442
O 2.187 -1.390 -0.819
Cl 4.110 0.703 -0.341
O 2.279 -0.919 1.218
H -0.203 0.178 -0.940
C 2.806 -0.340 0.049
C 1.459 -0.599 0.060
H -0.010 0.971 0.462
*
```

HOMO ... -9.443 eV
LUMO energy ... 0.593 eV
SMILES ... C[C@]12O[C@@]1(Cl)O2
Relative energy (zero: lowest compared OMol25 entry of this formula, charge and spin) ... 399.1 kJ/mol
Maximum force ... 3.2 eV/A
Total energy ... -19772.5524 eV
HOMO-LUMO gap ... 10.0 eV



No. 6
Formula: C18H16Br3EuN6O2
Source: the Open Molecules 2025 dataset
Level of theory: ωB97M-V with the def2-TZVPD basis set

ORCA input file:
```
! RIJCOSX wB97M-V def2-TZVPD def2/J DEFGRID3
* xyz 1 8
N 0.389 1.030 -2.602
C -1.380 -0.283 -2.225
C -0.765 3.580 -0.762
H -4.230 -4.925 -0.753
N -0.353 -0.661 -1.443
C 0.034 -2.561 4.438
H -2.356 -0.777 -2.176
H 2.719 -0.407 -1.414
C 1.901 0.108 -0.781
C 1.032 -3.574 4.523
H 2.367 -4.847 3.472
C -0.247 -2.097 3.132
Eu -1.010 -2.441 -0.190
C -4.122 -3.982 -1.325
N 0.152 -2.744 2.035
H -0.967 5.602 1.910
H 1.424 5.972 1.440
C 0.688 0.162 -1.561
N 2.488 4.846 -1.019
H -2.384 4.131 0.615
C -0.888 0.723 -3.036
Br -2.424 -4.244 -2.226
H 0.901 2.580 -3.968
O 2.116 -5.398 0.902
H -0.280 -2.041 5.304
C -1.333 4.214 0.341
O 0.660 -4.151 -0.279
Br -4.149 -2.587 0.087
C 0.833 5.296 0.823
N 1.348 3.326 -2.085
H 1.250 -4.017 5.509
C 0.588 3.697 -1.007
H -4.851 -3.690 -2.067
C 1.311 -4.485 0.785
Br -1.342 -0.508 2.930
N 2.510 4.077 -2.043
H 2.358 1.880 -3.149
H -1.502 1.454 -3.612
C 1.618 -4.107 3.377
C 1.285 4.702 -0.338
C -0.509 5.113 1.109
C 1.092 -3.738 2.098
H 1.787 -0.433 0.175
C 1.272 2.148 -2.989
H -1.440 2.990 -1.405
H 2.409 1.067 -0.548
*
```

HOMO (alpha / beta) ... -10.980 / -11.416 eV
LUMO energy (alpha / beta) ... -3.426 / -3.404 eV
Relative energy (zero: lowest compared OMol25 entry of this formula, charge and spin) ... 105.5 kJ/mol
Maximum force ... 3.3 eV/A
Total energy ... -261411.8224 eV
HOMO-LUMO gap (alpha / beta) ... 7.6 / 8.0 eV



No. 7
Formula: C5H9N3
Source: the Open Molecules 2025 dataset
Level of theory: ωB97M-V with the def2-TZVPD basis set

ORCA input file:
```
! RIJCOSX wB97M-V def2-TZVPD def2/J DEFGRID3
* xyz 2 1
H 1.487 1.039 -2.139
H -2.328 -2.352 -0.182
H -1.611 -0.127 -0.551
C 1.335 2.614 -0.778
H -2.508 -1.907 1.541
N 1.311 -2.001 1.962
N -0.612 -1.441 0.611
H 2.198 2.604 -0.227
C -0.609 -0.318 -0.346
N 1.150 1.289 -1.256
H -1.558 -3.263 0.900
C 0.346 -1.675 1.392
H 2.228 -2.255 2.289
H 0.575 2.957 -0.194
H 1.389 3.439 -1.640
C -1.781 -2.298 0.660
C 0.324 0.487 -0.749
*
```

HOMO ... -19.223 eV
LUMO energy ... -9.594 eV
SMILES ... C[NH+]=C=CN(C)C#[NH+]
Relative energy (zero: lowest compared OMol25 entry of this formula, charge and spin) ... 333.7 kJ/mol
Maximum force ... 6.2 eV/A
Total energy ... -9779.0145 eV
HOMO-LUMO gap ... 9.6 eV



No. 8
Formula: C7H16BNO6S
Source: the Open Molecules 2025 dataset
Level of theory: ωB97M-V with the def2-TZVPD basis set

ORCA input file:
```
! RIJCOSX wB97M-V def2-TZVPD def2/J DEFGRID3
* xyz 0 1
H 1.879 0.960 -0.821
H 2.586 -1.215 -0.772
H -0.546 3.654 0.692
H 2.253 1.842 1.560
H -1.855 -2.739 2.364
H -3.034 -1.040 1.719
C -1.956 -0.953 1.547
C -1.385 0.050 2.556
H 2.206 -1.479 -3.092
H -2.055 0.176 3.409
H 1.089 2.751 2.289
H -0.421 -0.298 2.930
B 0.465 1.971 0.456
O 0.107 1.032 -1.852
N 1.257 1.989 1.645
S 0.792 0.326 -3.096
C 0.599 -0.643 -0.196
C 1.297 -1.302 -2.517
O -0.673 -1.118 -0.567
H 0.752 -0.759 0.883
O -1.359 -2.240 1.707
C -1.791 -0.544 0.068
C 1.558 -1.491 -1.012
H -2.648 -0.890 -0.510
H 1.412 -2.544 -0.769
O -0.243 0.183 -4.063
O -0.591 2.809 0.231
H 0.514 -1.968 -2.875
O 1.993 1.049 -3.410
H -1.243 1.039 2.114
C 0.805 0.841 -0.605
H -1.764 0.550 -0.013
*
```

HOMO ... -9.954 eV
LUMO energy ... 0.124 eV
SMILES ... C[C@H](O)CO[C@H]1CCS(=O)(=O)O[C@H]1B(N)O
Maximum force ... 0.9 eV/A
Total energy ... -32806.6842 eV
HOMO-LUMO gap ... 10.1 eV



No. 9
Formula: C8H26GdN4O5
Source: the Open Molecules 2025 dataset
Level of theory: ωB97M-V with the def2-TZVPD basis set

ORCA input file:
```
! RIJCOSX wB97M-V def2-TZVPD def2/J DEFGRID3
* xyz 1 8
H -0.312 -0.748 -2.453
H 2.913 0.925 0.845
H 0.711 4.656 1.060
N -1.276 1.423 -0.668
N 1.136 1.658 0.310
H -2.647 0.316 -1.573
Gd 0.136 -0.315 -0.099
H 2.449 -3.256 -2.092
O 2.401 1.752 0.942
H -0.284 0.534 2.130
C 0.767 -0.492 -2.323
C -0.762 2.695 -0.675
H 2.264 4.047 0.343
H 4.621 -1.721 -0.291
H -1.461 -1.834 1.892
H -1.426 4.716 -0.433
H 3.985 -0.343 -0.485
O -2.447 1.264 -1.455
H 1.002 4.835 -0.721
C 0.553 2.830 -0.074
H 2.473 -1.363 1.022
H -2.542 -1.487 -0.349
O 3.009 -3.663 -1.415
H -1.398 -2.493 -1.031
H 1.065 -2.795 -0.469
C 1.180 4.171 0.165
O -1.202 0.327 1.935
H -2.380 -3.212 1.242
H -2.592 3.608 -1.292
H -1.442 0.938 1.206
H -0.073 -3.823 2.198
C 1.107 -2.921 0.636
H 1.374 -1.590 2.301
O 4.576 -0.851 0.115
H -1.114 4.232 -2.145
N -1.625 -1.915 -0.217
H 0.883 0.617 -2.126
H 1.935 -3.623 0.770
H 1.551 -1.066 -2.772
H -0.413 -4.416 0.582
N 1.532 -1.652 1.291
C -1.472 -2.606 1.098
C -1.528 3.877 -1.168
C -0.218 -3.494 1.157
*
```

HOMO (alpha / beta) ... -9.645 / -11.554 eV
LUMO energy (alpha / beta) ... -2.986 / -5.524 eV
Relative energy (zero: lowest compared OMol25 entry of this formula, charge and spin) ... 808.6 kJ/mol
Maximum force ... 2.1 eV/A
Total energy ... -45735.0514 eV
HOMO-LUMO gap (alpha / beta) ... 6.7 / 6.0 eV



No. 10
Formula: C7H13N3S
Source: the Open Molecules 2025 dataset
Level of theory: ωB97M-V with the def2-TZVPD basis set

ORCA input file:
```
! RIJCOSX wB97M-V def2-TZVPD def2/J DEFGRID3
* xyz 0 1
H -0.241 -2.887 -1.566
C -1.371 2.668 -1.314
N -1.407 -1.633 -0.379
H 0.451 1.174 2.294
H 3.040 -2.500 0.217
H -2.054 0.491 1.760
H 1.242 -1.226 1.195
H -1.268 3.797 -1.678
H -1.369 2.011 -2.248
N -0.295 2.158 -0.494
C 0.803 1.071 1.240
H -0.241 -3.161 0.203
H 1.396 1.941 1.063
C 1.634 -0.152 0.843
S 3.730 -1.493 -0.280
H -2.260 0.693 -0.095
C -1.679 0.355 0.727
H -1.574 -3.556 -0.987
C -0.365 1.221 0.371
H -2.377 2.403 -0.893
C -0.791 -2.873 -0.617
C 2.815 -0.132 0.256
H 3.354 0.650 -0.302
N -1.172 -1.023 0.685
*
```

HOMO ... -8.282 eV
LUMO energy ... 0.785 eV
SMILES ... C/N=C(/C/C=C/S)C/N=N/C
Relative energy (zero: lowest compared OMol25 entry of this formula, charge and spin) ... 474.0 kJ/mol
Maximum force ... 3.2 eV/A
Total energy ... -22771.0082 eV
HOMO-LUMO gap ... 9.1 eV



No. 11
Formula: C4H3O3
Source: the Open Molecules 2025 dataset
Level of theory: ωB97M-V with the def2-TZVPD basis set

ORCA input file:
```
! RIJCOSX wB97M-V def2-TZVPD def2/J DEFGRID3
* xyz -1 1
H -1.036 2.452 -0.332
O 0.578 -0.298 2.442
C -0.550 0.517 -0.536
C 0.252 -0.230 0.172
C 1.232 -0.254 1.405
O 2.435 -0.078 1.185
O -1.003 1.719 -0.958
C -0.587 -0.953 -0.891
H -1.278 -1.776 -0.684
H -0.043 -1.100 -1.803
*
```

HOMO ... -3.830 eV
LUMO energy ... 3.513 eV
SMILES ... O=C([O-])C1=C(O)C1
Relative energy (zero: lowest compared OMol25 entry of this formula, charge and spin) ... 159.0 kJ/mol
Maximum force ... 2.0 eV/A
Total energy ... -10337.4860 eV
HOMO-LUMO gap ... 7.3 eV



Q: What is the formula in the sixth record?
A: C18H16Br3EuN6O2